Entry from the OMol25 dataset: a molecular structure, C13H44AgB2N3O4 at a distorted geometry (wB97M-V/def2-TZVPD).

Last column: natural (NBO) charge in e.
Geometry (Å):
Ag: 25.4424 9.0207 -15.3657  0.898
O: 25.6446 6.0099 -12.1805  -0.546
O: 24.1444 10.7068 -9.8627  -0.544
O: 29.7740 9.0338 -13.2424  -0.560
O: 24.3353 6.1512 -15.9972  -0.953
N: 23.6919 10.0736 -13.4496  -0.850
N: 23.7587 3.1548 -10.6650  -0.837
N: 26.8606 9.4212 -13.4159  -0.867
C: 24.2040 5.3342 -9.6832  -0.612
C: 24.6688 6.7353 -12.8975  -0.300
C: 30.8032 8.1626 -13.6354  -0.240
C: 25.2485 4.6856 -11.9030  -0.073
C: 24.0491 4.5815 -10.9794  -0.090
C: 29.0707 9.5253 -14.3748  -0.092
C: 28.2696 11.4156 -12.8971  -0.621
C: 27.8905 10.3480 -13.9261  -0.090
C: 22.4926 11.6997 -12.0316  -0.621
C: 24.0767 9.9002 -8.7175  -0.242
C: 23.9778 9.9466 -11.0459  -0.069
C: 23.7662 10.8631 -12.2203  -0.081
C: 23.1247 6.7199 -16.1079  -0.196
B: 24.5467 11.4218 -16.6509  -0.703
B: 27.2156 7.8008 -17.1214  -0.779
H: 26.1442 4.2056 -11.4870  0.161
H: 24.6334 2.6404 -10.5745  0.336
H: 23.1346 9.2373 -11.0028  0.159
H: 22.3542 6.3078 -15.3995  0.053
H: 24.8683 9.3135 -11.1718  0.184
H: 23.3562 10.6489 -14.2186  0.408
H: 24.7731 9.0536 -8.7589  0.169
H: 24.2922 6.4104 -9.8573  0.217
H: 23.2913 5.2056 -9.0993  0.204
H: 22.4486 12.1805 -11.0484  0.203
H: 24.2010 10.4700 -15.9831  -0.141
H: 27.0328 8.9609 -16.8056  -0.103
H: 23.6762 12.2751 -16.5707  -0.053
H: 27.2119 7.0751 -16.1443  -0.032
H: 27.4580 10.8662 -14.7841  0.239
H: 23.3683 2.7182 -11.4961  0.352
H: 24.5669 11.6053 -12.3108  0.192
H: 28.2861 7.6789 -17.6925  -0.051
H: 27.3579 11.8246 -12.4448  0.197
H: 25.1167 7.6601 -13.2466  0.203
H: 30.3966 7.2467 -14.0803  0.184
H: 22.6910 6.6927 -17.1472  0.088
H: 23.1805 4.9069 -11.5541  0.199
H: 26.1122 9.9448 -12.9685  0.367
H: 21.6273 11.0228 -11.9951  0.188
H: 24.3236 6.2173 -13.8062  0.259
H: 22.3608 12.4243 -12.8310  0.218
H: 31.4372 8.6242 -14.4063  0.155
H: 28.8548 11.0532 -12.0506  0.203
H: 25.0832 5.0028 -9.1303  0.196
H: 23.7812 7.0003 -12.2949  0.115
H: 31.4097 7.9387 -12.7588  0.167
H: 24.3379 10.5044 -7.8468  0.177
H: 27.2708 8.9194 -12.6281  0.364
H: 22.9795 9.3550 -13.3384  0.357
H: 24.8611 11.1462 -17.7776  -0.019
H: 28.7883 12.2574 -13.3643  0.200
H: 25.4803 11.9851 -16.0912  -0.061
H: 25.0702 4.1807 -12.8650  0.187
H: 28.7178 8.6894 -14.9917  0.247
H: 23.1104 7.8465 -15.9650  0.067
H: 26.2931 7.4851 -17.8294  -0.004
H: 23.0548 9.5269 -8.5644  0.159
H: 29.7018 10.1558 -15.0197  0.158

Its net charge is -2. Its HOMO energy is -0.0030 Eh. Its energy relative to the best compared isomer or geometry (same formula, charge and spin) is 0.000 eV. Its total energy is -1183.37523 a.u. The calculation puts the frontier orbital gap at 4.3 eV.